Version one
# C3H3N3O

The molecule C3H3N3O (ωB97M-V with the def2-TZVPD basis set, the Open Molecules 2025 dataset).

Each line ends with the Löwdin charge.
Positions of all 10 atoms, in Å:
O -1.3616 -2.1201 1.3843  0.159
C -0.8807 -1.0520 1.3980  -0.309
N -0.5041 -0.4281 -1.7900  0.090
N 0.5760 -0.3625 -1.1880  -0.059
C 0.7520 0.8257 -0.4164  -0.148
C 0.3362 0.9778 0.8398  -0.143
N -0.4379 0.0625 1.5480  0.134
H -0.4930 -1.3253 -2.3015  0.069
H 1.4020 1.5603 -0.8790  0.103
H 0.6111 1.8617 1.4049  0.104

Values from the calculation:
- Kohn-Sham gap (eV) = 9.49
- net charge = 0
- LUMO level (eV) = 0.327
- 2S+1 = 1
- HOMO (eV) = -9.16

---

Version two
# C3H3N3O

The molecule C3H3N3O (ωB97M-V with the def2-TZVPD basis set, the Open Molecules 2025 dataset).

Each line ends with the Löwdin charge.
Positions of all 10 atoms, in Å:
O 2.4500 0.6426 0.0616  0.071
C 1.7526 -0.3208 0.2485  -0.214
N 0.3485 -0.2080 0.1015  -0.088
C -0.1951 0.9435 -0.3726  -0.139
N -1.4921 0.8572 -0.4227  0.092
C -1.7223 -0.4082 0.0515  -0.210
N -0.6567 -1.1058 0.3788  0.105
H 2.1489 -1.3084 0.5111  0.141
H 0.4376 1.7711 -0.6570  0.134
H -2.7284 -0.7981 0.1493  0.108

Values from the calculation:
- Kohn-Sham gap (eV) = 10.74
- net charge = 0
- LUMO level (eV) = 0.001
- 2S+1 = 1
- HOMO (eV) = -10.74

---

Result of the stability comparison: version one is the least stable of them.

---

Version one
# C3H3N3O

The molecule C3H3N3O (ωB97M-V with the def2-TZVPD basis set, the Open Molecules 2025 dataset).

Each line ends with the Löwdin charge.
Positions of all 10 atoms, in Å:
C 0.9020 0.0896 -0.2654  -0.344
C 0.1021 -0.3643 0.7924  -0.058
C -1.7059 0.2720 -0.3144  -0.254
H 2.5477 -0.4501 0.5873  0.073
H 0.5705 -0.7281 1.7304  0.128
H -2.7626 0.4767 -0.2811  0.104
N -1.2344 -0.3169 0.7640  0.097
N -1.0375 0.5878 -1.3946  0.051
N 0.3454 0.4657 -1.4218  0.121
O 2.2727 -0.0324 -0.1967  0.081

Values from the calculation:
- Kohn-Sham gap (eV) = 9.48
- net charge = 0
- LUMO level (eV) = -0.456
- 2S+1 = 1
- HOMO (eV) = -9.94

---

Version two
# C3H3N3O

The molecule C3H3N3O (ωB97M-V with the def2-TZVPD basis set, the Open Molecules 2025 dataset).

Each line ends with the Löwdin charge.
Positions of all 10 atoms, in Å:
N -1.6965 -0.6035 1.0843  0.156
C -0.7225 -0.3432 0.3161  -0.432
N -0.5836 -1.1498 -0.8941  -0.007
N 0.3523 -0.9689 -1.6681  0.108
O 2.4495 1.3592 -0.2474  0.190
C 1.3924 1.0338 0.1211  -0.200
C 0.1996 0.7592 0.6184  -0.041
H -2.2429 -1.3658 0.6746  0.061
H 0.9826 -0.1940 -1.3698  0.035
H -0.1309 1.4731 1.3648  0.129

Values from the calculation:
- Kohn-Sham gap (eV) = 9.37
- net charge = 0
- LUMO level (eV) = -0.518
- 2S+1 = 1
- HOMO (eV) = -9.88

---

Version three
# C3H3N3O

The molecule C3H3N3O (ωB97M-V with the def2-TZVPD basis set, the Open Molecules 2025 dataset).

Each line ends with the Löwdin charge.
Positions of all 10 atoms, in Å:
N 1.3530 0.4970 0.2290  -0.005
C 0.6771 -0.6573 0.2734  -0.069
N 0.9704 1.3659 -0.7796  0.046
N 0.0262 0.8315 -1.4121  0.045
O -1.3462 0.6775 1.2727  0.088
C -1.1175 -0.3379 0.6863  -0.248
C -0.2505 -0.4096 -0.7898  -0.261
H 2.0196 0.8403 0.9063  0.142
H -1.6293 -1.2987 0.8248  0.128
H -0.8080 -1.1523 -1.3521  0.134

Values from the calculation:
- Kohn-Sham gap (eV) = 9.68
- net charge = 0
- LUMO level (eV) = -0.361
- 2S+1 = 1
- HOMO (eV) = -10.04

---

Version four
# C3H3N3O

A cluster of 2 separate species, C3H3N3O in total (ωB97M-V with the def2-TZVPD basis set, the Open Molecules 2025 dataset).

Each line ends with the Löwdin charge.
Positions of all 10 atoms, in Å:
C 0.9110 -1.2958 -0.2716  -0.162
C 1.0717 1.0938 -0.2236  -0.223
C 0.6824 -0.0428 0.4349  -0.397
N 1.1458 -2.3298 -0.7248  0.175
N 1.4329 1.9700 -0.8438  0.200
N -1.7118 0.2812 -0.4085  0.084
O 0.3556 -0.0423 1.7046  0.097
H -1.8814 1.3498 -0.4224  0.035
H -2.1378 -0.0458 -1.3294  0.020
H 0.1316 -0.9383 2.0846  0.171

Values from the calculation:
- Kohn-Sham gap (spin up / spin down) (eV) = 10.13 / 7.59
- net charge = 0
- LUMO level (spin up / spin down) (eV) = -1.419 / -1.217
- 2S+1 = 1
- HOMO (spin up / spin down) (eV) = -11.54 / -8.81

---

Result of the stability comparison: version four is the least stable of them.

---

Version one
# C2H11NO4

A cluster of 4 separate species, C2H11NO4 in total (ωB97M-V with the def2-TZVPD basis set, the Open Molecules 2025 dataset).

Each line ends with the Löwdin charge.
Positions of all 18 atoms, in Å:
O -0.1777 1.0184 0.3188  -0.010
C 0.9821 1.1326 0.7619  -0.236
C 1.5083 0.3068 1.8721  -0.182
N 0.3758 -0.6478 2.1762  0.022
H 1.5579 1.9613 0.3568  0.111
H 1.5753 0.9378 2.7466  0.111
H 2.4949 -0.1969 1.6729  0.141
H 0.4780 -0.6155 3.1664  0.052
H -0.5014 -0.3545 1.9576  0.008
H 0.3402 -0.9282 -2.0614  0.002
H -0.2276 -1.0337 -0.5806  0.006
O -0.0455 -1.5157 -1.4069  -0.067
H -3.3816 -1.0834 -1.5757  0.008
H -3.4899 -0.7717 -0.2348  -0.007
O -4.0326 -0.7816 -0.9793  -0.009
H 2.3546 1.0280 -2.6463  0.067
H 0.9409 1.1166 -2.0755  0.022
O 1.7916 0.7587 -1.9030  -0.040

Values from the calculation:
- Kohn-Sham gap (eV) = 10.42
- net charge = 0
- LUMO level (eV) = 0.443
- 2S+1 = 1
- HOMO (eV) = -9.97

---

Version two
# C2H11NO4

A cluster of 4 separate species, C2H11NO4 in total (ωB97M-V with the def2-TZVPD basis set, the Open Molecules 2025 dataset).

Each line ends with the Löwdin charge.
Positions of all 18 atoms, in Å:
C -0.2418 -0.5765 1.5933  0.001
C 1.0652 -0.7328 0.8448  -0.602
N 1.4341 0.3678 0.1615  0.168
O 1.7066 -1.7578 0.8221  0.043
H -1.0307 -0.8760 0.9142  0.085
H -0.3533 0.4663 1.8539  0.055
H -0.1726 -1.1796 2.4815  0.080
H 0.9400 1.2480 0.1881  0.085
H 2.2537 0.3629 -0.4251  0.096
H -1.3965 1.9954 -0.0748  0.032
H -1.9786 2.5630 1.1559  0.049
O -1.1512 2.5920 0.6528  -0.067
H 2.9340 -1.4874 -1.0885  -0.008
H 3.4128 -2.0876 -2.3420  0.039
O 3.6769 -1.4065 -1.7082  -0.071
H -3.2098 0.0599 -2.2990  0.034
H -4.4186 0.1371 -1.3215  0.042
O -3.4703 0.3118 -1.4091  -0.062

Values from the calculation:
- Kohn-Sham gap (eV) = 10.20
- net charge = 0
- LUMO level (eV) = 0.306
- 2S+1 = 1
- HOMO (eV) = -9.89

---

Version three
# C2H11NO4

A cluster of 4 separate species, C2H11NO4 in total (ωB97M-V with the def2-TZVPD basis set, the Open Molecules 2025 dataset).

Each line ends with the Löwdin charge.
Positions of all 18 atoms, in Å:
C -2.5521 0.0572 -1.2539  -0.007
C -1.4299 -0.6951 -0.5797  -0.594
N -0.1707 -0.2122 -0.7894  0.161
O -1.6416 -1.6173 0.1846  0.025
H -2.2153 0.1733 -2.2984  0.083
H -3.3995 -0.6194 -1.2207  0.081
H -2.6699 1.0495 -0.8293  0.084
H 0.1758 0.3229 -1.5616  0.084
H 0.4811 -0.6487 -0.1564  0.104
H 3.3008 0.7720 -1.1584  -0.002
H 3.0988 1.9202 -2.1250  0.041
O 2.6649 1.1647 -1.7295  -0.038
H -1.6877 -1.8271 2.4723  0.012
H -2.9643 -1.1067 2.9832  0.013
O -2.0939 -1.3797 3.2307  -0.065
H 3.3979 1.1569 2.2699  0.036
H 4.0420 0.3056 1.2109  0.038
O 3.6637 1.1841 1.3507  -0.054

Values from the calculation:
- Kohn-Sham gap (eV) = 10.30
- net charge = 0
- LUMO level (eV) = 0.386
- 2S+1 = 1
- HOMO (eV) = -9.91

---

Result of the stability comparison: version one is the least stable of them.

---

Version one
# C4H8N2OS

A cluster of 2 separate species, C4H8N2OS in total (ωB97M-V with the def2-TZVPD basis set, the Open Molecules 2025 dataset).

Each line ends with the Löwdin charge.
Positions of all 16 atoms, in Å:
C -0.2574 -0.8910 1.1159  -0.127
C -1.3085 -0.4954 0.1308  -0.236
C -0.8439 0.7936 -0.6076  -0.162
C 0.5063 1.1203 0.1100  -0.162
N 0.7179 -0.0972 0.9053  -0.059
N -2.3328 1.0907 2.9634  -0.279
O -4.4507 0.3426 1.8147  -0.506
S -3.8137 1.2196 2.7477  0.823
H -1.2982 -1.3779 -0.5888  0.125
H -2.3370 -0.4980 0.4329  0.058
H -0.5141 0.6888 -1.6910  0.110
H -1.5959 1.5490 -0.7467  0.088
H 1.3068 1.2577 -0.6616  0.126
H 0.2370 1.9238 0.6841  0.074
H -1.9401 0.2728 2.5355  -0.043
H 1.6083 -0.2143 1.5225  0.172

Values from the calculation:
- Kohn-Sham gap (eV) = 7.91
- net charge = 0
- LUMO level (eV) = -0.392
- 2S+1 = 1
- HOMO (eV) = -8.30

---

Version two
# C4H8N2OS

The molecule C4H8N2OS (ωB97M-V with the def2-TZVPD basis set, the Open Molecules 2025 dataset).

Each line ends with the Löwdin charge.
Positions of all 16 atoms, in Å:
C 1.1225 -0.7472 -0.0569  -0.467
C 0.5003 0.6345 -0.1570  -0.452
C -0.0244 1.1583 1.1343  -0.066
C -1.0611 0.8003 0.0788  -0.586
H 2.7138 -1.6015 0.8150  0.097
H 2.8612 0.1092 0.7298  0.105
H -0.2220 -1.6436 -1.0012  -0.011
H 1.2554 1.1198 -1.8480  0.103
H -0.0276 2.2614 1.2874  0.131
H 0.1233 0.4370 1.9357  0.114
H -1.4036 1.6720 -0.4693  0.089
H -2.1770 -0.9775 1.1845  -0.128
N 2.2613 -0.7028 0.7219  0.127
N 0.7196 -1.7867 -0.6596  0.141
O 1.0700 1.5930 -1.0335  0.026
S -2.2359 -0.4856 -0.0498  0.778

Values from the calculation:
- Kohn-Sham gap (eV) = 9.38
- net charge = 0
- LUMO level (eV) = 0.768
- 2S+1 = 1
- HOMO (eV) = -8.61

---

Result of the stability comparison: version one is the least stable of them.

---

Version one
# C4H8N2OS

The molecule C4H8N2OS (ωB97M-V with the def2-TZVPD basis set, the Open Molecules 2025 dataset).

Each line ends with the Löwdin charge.
Positions of all 16 atoms, in Å:
C -3.3741 0.8446 0.0292  -0.417
C 0.0828 -0.6539 0.0115  -0.298
C 2.4249 -1.1933 -0.0201  -0.061
C 1.6927 1.1289 0.0027  -0.296
H -3.2043 1.3898 0.9501  0.031
H -4.4450 0.5752 -0.0274  0.033
H -3.1134 1.4385 -0.8566  0.037
H 0.0551 -1.7320 -0.0976  0.114
H 2.5102 -1.7201 0.9872  0.118
H 3.3850 -0.7192 -0.1765  0.078
H 2.2691 -1.8830 -0.8497  0.093
H 2.7930 1.2751 0.1832  0.136
N -0.9539 0.0582 0.0113  -0.289
N 1.3821 -0.2079 -0.0147  -0.129
O 0.9535 2.0971 -0.0839  0.040
S -2.4578 -0.6980 -0.0487  0.810

Values from the calculation:
- Kohn-Sham gap (eV) = 8.75
- net charge = 0
- LUMO level (eV) = 0.686
- 2S+1 = 1
- HOMO (eV) = -8.07

---

Version two
# C4H8N2OS

The molecule C4H8N2OS (ωB97M-V with the def2-TZVPD basis set, the Open Molecules 2025 dataset).

Each line ends with the Löwdin charge.
Positions of all 16 atoms, in Å:
C -1.6501 0.1053 1.6739  -0.103
C -0.4661 -0.0897 0.6901  -0.389
C -0.8264 -1.3468 -0.1117  -0.215
C 0.5542 1.1793 -1.0038  -0.324
H -2.5483 0.4027 1.0197  0.088
H -1.5915 0.9166 2.4947  0.091
H -1.8623 -0.9735 2.1434  0.111
H 0.5468 -0.0516 1.3114  0.180
H -1.8626 -1.4902 -0.2873  0.117
H 0.7242 2.1800 -1.5493  0.142
H 1.2841 -0.7106 -0.6218  0.063
H 3.8758 0.4772 -1.4390  -0.112
N -0.5094 0.9807 -0.3602  0.043
N 1.5646 0.2363 -1.0311  -0.448
O 0.0209 -1.9864 -0.6846  0.037
S 2.7460 0.1707 -2.2444  0.718

Values from the calculation:
- Kohn-Sham gap (eV) = 9.76
- net charge = 0
- LUMO level (eV) = 0.753
- 2S+1 = 1
- HOMO (eV) = -9.00

---

Version three
# C4H8N2OS

A structure of composition C4H8N2OS (ωB97M-V with the def2-TZVPD basis set, the Open Molecules 2025 dataset).

Each line ends with the Löwdin charge.
Positions of all 16 atoms, in Å:
C -2.4205 -1.2095 0.1448  -0.370
C 2.2174 -0.2737 0.3818  -0.119
C 0.6927 -0.1553 0.6581  -0.320
C 0.0691 0.2139 -0.6436  -0.314
N -2.1047 -2.2358 -0.2457  0.119
N -2.5092 0.1882 0.4864  -0.209
O -1.4279 2.2761 0.3263  -0.357
S -1.5410 1.0200 -0.3009  0.698
H 2.1917 -1.1622 -0.3999  0.122
H 2.6692 0.6862 0.0389  0.083
H 2.7808 -0.5521 1.2474  0.054
H 0.4110 0.5872 1.5127  0.147
H 0.5087 -1.2850 0.8641  0.134
H 0.5670 1.0741 -1.0316  0.078
H 0.0486 -0.6049 -1.4376  0.137
H -2.1529 1.4327 -1.6014  0.116

Values from the calculation:
- Kohn-Sham gap (eV) = 10.53
- net charge = 0
- LUMO level (eV) = 0.198
- 2S+1 = 1
- HOMO (eV) = -10.33

---

Version four
# C4H8N2OS

The molecule C4H8N2OS (ωB97M-V with the def2-TZVPD basis set, the Open Molecules 2025 dataset).

Each line ends with the Löwdin charge.
Positions of all 16 atoms, in Å:
C -2.7018 -0.1347 1.0105  -0.196
C -3.8163 -0.1822 1.6694  0.073
C -1.3143 0.7728 1.3359  -0.273
C 3.0936 -0.3715 -2.1057  -0.136
N 1.3023 -1.1072 -0.6231  -0.387
N -0.0624 0.2048 0.9854  -0.377
O 2.5827 -1.2256 -1.0837  -0.291
S 0.6420 0.3276 -0.5591  0.918
H -2.3003 -0.9029 0.4217  0.050
H -4.4986 0.4521 2.3126  0.047
H -1.6722 1.7465 1.0065  0.095
H -1.2823 0.7546 2.4617  0.120
H 3.7511 -1.1060 -2.7090  0.115
H 3.6646 0.5065 -1.7365  0.085
H 2.2805 -0.0621 -2.7866  0.070
H 0.2523 -0.4255 1.6942  0.086

Values from the calculation:
- Kohn-Sham gap (spin up / spin down) (eV) = 7.42 / 7.64
- net charge = 0
- LUMO level (spin up / spin down) (eV) = -0.134 / -0.258
- 2S+1 = 1
- HOMO (spin up / spin down) (eV) = -7.56 / -7.89

---

Result of the stability comparison: version four is the least stable of them.

---

Version one
# C4H8N2OS

A cluster of 3 separate species, C4H8N2OS in total (ωB97M-V with the def2-TZVPD basis set, the Open Molecules 2025 dataset).

Each line ends with the Löwdin charge.
Positions of all 16 atoms, in Å:
C -1.2060 -0.6269 -0.0469  -0.539
C 0.2490 -0.0572 0.0116  -0.805
C 1.3417 -0.4511 -1.0505  -0.220
C 1.0869 -0.7134 1.0216  -0.182
H -2.3245 1.0059 1.1727  0.249
H -3.1028 -0.4370 0.4208  0.127
H -1.8249 1.9550 -0.8911  0.221
H 0.9915 -1.3035 -1.7054  0.121
H 1.6454 0.4934 -1.7165  0.121
H 2.9993 0.0947 0.1443  0.063
H 0.8948 -1.9952 0.8875  0.197
H 1.2026 -0.3028 2.0941  0.130
N -2.3965 0.2865 -0.1435  -0.070
N 2.3362 -0.6327 0.0563  -0.047
O -1.4546 -1.8043 -0.0910  0.068
S 0.1718 1.7774 0.0824  0.566

Values from the calculation:
- Kohn-Sham gap (eV) = 7.31
- net charge = 0
- LUMO level (eV) = -1.395
- 2S+1 = 1
- HOMO (eV) = -8.70

---

Version two
# C4H8N2OS

The molecule C4H8N2OS (ωB97M-V with the def2-TZVPD basis set, the Open Molecules 2025 dataset).

Each line ends with the Löwdin charge.
Positions of all 16 atoms, in Å:
C -0.9439 0.1003 0.6316  -0.299
C -1.3913 -1.2810 0.1114  -0.107
C 0.5195 0.2007 -0.0498  -0.719
C 0.9606 1.3858 -0.7661  -0.137
N -1.4382 0.8959 1.4307  0.180
N 0.5869 -0.9997 -0.8931  -0.047
O -0.2034 -1.9825 -0.2899  -0.147
S 1.9084 -0.0934 1.2632  0.755
H -1.7529 -1.8281 1.0161  0.147
H -2.0501 -1.2490 -0.7271  0.116
H 2.0278 1.5577 -1.0735  0.100
H 0.6795 2.2459 -0.1400  0.083
H 0.3566 1.4536 -1.7294  0.109
H -0.8318 1.6323 1.6528  0.038
H 0.0854 -0.6911 -1.6666  0.080
H 1.4870 -1.3472 1.2297  -0.152

Values from the calculation:
- Kohn-Sham gap (eV) = 9.90
- net charge = 0
- LUMO level (eV) = 0.759
- 2S+1 = 1
- HOMO (eV) = -9.14

---

Result of the stability comparison: version one is the least stable of them.